This record from OMol25 describes a cluster of 11 separate species, C33H70FN3O13S in total. The level of theory is ωB97M-V/def2-TZVPD.

Geometry (Å):
N  -5.167  0.252  -3.770
C  -4.634  -1.086  -3.935
C  -4.407  -1.430  -5.396
O  -5.334  -0.824  -6.261
C  -3.025  -1.081  -5.923
N  -2.005  -1.877  -5.223
N  -1.294  -1.081  -4.298
S  -0.828  -2.542  -6.307
O  0.181  -1.609  -6.640
O  -0.386  -3.743  -5.726
F  -1.587  -2.888  -7.606
H  -4.494  0.962  -4.006
H  -5.528  0.390  -2.841
H  -3.683  -1.192  -3.415
H  -5.281  -1.832  -3.495
H  -4.507  -2.512  -5.478
H  -6.061  -0.458  -5.731
H  -2.845  -0.016  -5.808
H  -3.047  -1.286  -6.982
H  -0.489  -1.568  -3.930
H  -1.008  -0.203  -4.718
C  2.353  -5.685  -1.990
C  1.057  -4.950  -1.754
C  0.120  -4.829  -2.930
O  0.785  -4.477  -0.673
H  2.935  -5.703  -1.073
H  2.156  -6.708  -2.298
H  2.930  -5.185  -2.769
H  -0.174  -5.819  -3.282
H  0.608  -4.296  -3.741
H  -0.771  -4.281  -2.632
C  1.792  2.281  -2.543
C  1.530  0.813  -2.310
C  2.272  0.151  -1.179
O  0.756  0.192  -3.000
H  1.196  2.629  -3.382
H  1.527  2.853  -1.653
H  2.848  2.439  -2.766
H  2.021  0.634  -0.233
H  3.348  0.217  -1.345
H  1.986  -0.897  -1.124
C  -4.612  3.532  -0.925
C  -4.604  3.712  -2.420
C  -5.027  5.058  -2.955
O  -4.270  2.817  -3.162
H  -4.294  2.523  -0.677
H  -3.926  4.242  -0.460
H  -5.617  3.688  -0.532
H  -4.367  5.837  -2.570
H  -6.051  5.277  -2.649
H  -4.974  5.051  -4.041
C  6.257  -2.041  1.814
C  5.011  -1.189  1.793
C  3.693  -1.910  1.865
O  5.078  0.020  1.724
H  7.136  -1.403  1.757
H  6.295  -2.622  2.736
H  6.256  -2.723  0.963
H  3.627  -2.478  2.788
H  3.588  -2.581  1.009
H  2.886  -1.183  1.846
C  -9.023  3.307  0.565
C  -8.188  2.747  1.692
C  -8.871  2.576  3.027
O  -7.028  2.451  1.534
H  -8.417  3.379  -0.335
H  -9.874  2.653  0.369
H  -9.390  4.300  0.828
H  -9.716  1.892  2.930
H  -9.232  3.539  3.390
H  -8.164  2.168  3.745
C  0.347  -0.927  5.415
C  1.830  -1.195  5.409
C  2.638  -0.587  6.523
O  2.354  -1.861  4.545
H  -0.114  -1.416  4.561
H  -0.098  -1.316  6.332
H  0.163  0.147  5.361
H  2.287  -0.954  7.489
H  2.539  0.500  6.492
H  3.684  -0.857  6.398
C  -0.378  5.151  1.413
C  -1.195  3.881  1.404
C  -0.674  2.740  0.561
O  -2.215  3.775  2.039
H  -0.859  5.888  2.052
H  0.625  4.950  1.795
H  -0.301  5.555  0.402
H  0.318  2.442  0.908
H  -0.612  3.046  -0.485
H  -1.347  1.891  0.642
C  -0.126  4.207  5.237
C  1.104  3.591  5.857
C  2.431  4.224  5.529
O  1.034  2.623  6.579
H  -1.008  3.651  5.545
H  -0.229  5.244  5.560
H  -0.052  4.176  4.149
H  2.462  5.266  5.848
H  2.601  4.177  4.452
H  3.224  3.679  6.033
C  5.342  -10.151  -2.182
C  4.148  -9.240  -2.034
C  2.811  -9.901  -1.795
O  4.257  -8.039  -2.105
H  6.235  -9.554  -2.349
H  5.474  -10.745  -1.276
H  5.198  -10.823  -3.030
H  2.843  -10.485  -0.874
H  2.566  -10.562  -2.627
H  2.039  -9.142  -1.705
C  6.973  3.553  3.498
C  5.704  4.367  3.539
C  4.868  4.385  2.281
O  5.369  4.972  4.530
H  7.477  3.621  4.459
H  6.739  2.508  3.289
H  7.636  3.932  2.719
H  4.556  3.370  2.027
H  5.447  4.797  1.453
H  3.988  5.003  2.440

Calculated values
SMILES string = NC[C@@H](O)CN(N)S(=O)(=O)F.CC(C)=O.CC(C)=O.CC(C)=O.CC(C)=O.CC(C)=O.CC(C)=O.CC(C)=O.CC(C)=O.CC(C)=O.CC(C)=O
DFT total energy = -79994.851 eV
Kohn-Sham gap = 9.05 eV
HOMO = -8.8 eV

Atomic partial charges in e from the Mulliken method, atoms 1 to 5:
1. N -0.531
2. C -0.567
3. C 0.097
4. O -0.608
5. C -0.969